(1)
The following is a quantum chemistry calculation of an isolated ion of composition C6H17N3 and charge +2, from the OMol25 dataset.

Summary:
total charge: +2
highest occupied orbital energy: -19.18 eV
SMILES: CC[NH2+]/[N+](CC)=C(\C)N

```
26
Properties=species:S:1:pos:R:3:mulliken_charge:R:1
C 2.620 1.199 -0.918 -1.399
C 1.291 1.109 -0.302 -0.114
N 0.670 -0.246 -0.241 -0.501
N -0.625 -0.304 0.197 0.140
C -1.715 0.395 -0.682 -0.970
C -1.511 0.181 -2.230 -0.972
C -0.804 -0.688 1.514 1.102
C 0.177 -1.588 2.096 -1.537
N -1.967 -0.521 2.052 -0.346
H 3.430 0.593 -0.548 0.388
H 2.618 1.210 -1.986 0.450
H 2.782 2.298 -0.951 0.387
H 0.528 1.716 -0.767 0.286
H 1.538 1.391 0.744 0.294
H 1.091 -1.067 0.190 0.370
H 0.810 -0.619 -1.309 0.529
H -2.737 0.035 -0.400 0.510
H -1.713 1.369 -0.305 0.617
H -0.436 0.242 -2.402 0.253
H -2.039 -0.758 -2.432 0.382
H -2.000 1.074 -2.824 0.341
H -0.389 -2.233 2.904 0.399
H 0.235 -2.421 1.334 0.530
H 1.050 -1.169 2.554 0.324
H -2.295 -0.945 2.974 0.312
H -2.743 0.060 1.643 0.226
```


(2)
The following is a quantum chemistry calculation of a 2-piece molecular cluster, C6H17N3 overall, from the OMol25 dataset.

Summary:
total charge: +2
highest occupied orbital energy: -17.62 eV

```
26
Properties=species:S:1:pos:R:3:mulliken_charge:R:1
C -3.991 -0.186 -0.196 -0.541
C -1.961 -1.023 0.171 -0.509
C 3.743 -0.706 0.301 -1.175
C 1.680 0.159 1.356 -0.677
C 2.099 1.036 -0.957 -1.000
C 2.600 0.204 0.191 1.024
N -3.301 -1.418 -0.219 -0.243
N -3.034 0.909 -0.742 -0.156
N -1.811 0.471 -0.109 -0.428
H -4.978 -0.216 -0.768 0.381
H -4.126 0.160 0.870 0.372
H -1.883 -1.028 1.220 0.392
H -1.082 -1.661 -0.363 0.262
H 4.022 -0.990 1.290 0.417
H 3.606 -1.793 -0.147 0.392
H 4.360 -0.367 -0.504 0.384
H 1.884 1.108 1.937 0.393
H 1.753 -0.655 1.989 0.489
H 0.638 0.349 0.963 -0.218
H 2.799 1.794 -1.305 0.401
H 1.690 0.448 -1.838 0.334
H 1.082 1.553 -0.670 0.270
H -3.244 -1.844 -1.079 0.316
H -2.798 0.767 -1.800 0.386
H -3.336 1.929 -0.512 0.381
H -1.697 0.859 0.859 0.351
```


It is (1) that is the most stable of them.


(1)
The following is a quantum chemistry calculation of a 2-piece molecular cluster, C35H28BF3O4S overall, from the OMol25 dataset.

Summary:
highest occupied orbital energy: -6.34 eV

```
72
Properties=species:S:1:pos:R:3:mulliken_charge:R:1
C 4.474 -3.122 -1.769 -0.409
C 3.909 -1.811 -2.334 -0.798
C 3.914 -0.922 -1.135 0.421
C 4.640 -1.570 -0.109 0.436
O 5.043 -2.828 -0.430 -0.528
C 4.726 -1.063 1.196 -1.626
C 3.980 0.046 1.480 -0.063
C 3.109 0.644 0.534 0.747
C 2.040 1.510 1.016 0.202
C 0.852 0.877 1.500 -0.085
C -0.071 1.562 2.346 -0.196
C -1.048 0.840 3.010 0.704
C -1.135 -0.562 2.829 0.161
O -2.001 -1.189 3.662 -0.490
C -2.602 -0.141 4.523 -0.366
C -2.028 1.209 4.078 -0.423
C -0.294 -1.266 1.952 -1.338
C 0.626 -0.532 1.247 -0.509
C 3.151 0.190 -0.812 -0.453
H 3.686 -3.872 -1.623 0.286
H 5.284 -3.549 -2.363 0.291
H 4.555 -1.429 -3.131 0.271
H 2.911 -1.946 -2.753 0.324
H 5.319 -1.601 1.930 0.452
H 3.963 0.444 2.488 0.557
H 2.246 2.547 1.256 -0.026
H 0.045 2.637 2.493 0.526
H -3.696 -0.217 4.414 0.278
H -2.299 -0.380 5.551 0.300
H -1.530 1.724 4.910 0.142
H -2.817 1.871 3.706 0.299
H -0.400 -2.343 1.878 0.463
H 1.249 -1.048 0.522 0.368
H 2.530 0.652 -1.583 0.576
C 2.051 6.933 -2.489 -1.301
C 2.300 5.729 -1.669 0.505
C 2.367 4.417 -2.096 -1.003
C 2.972 3.552 -1.112 -1.239
C 3.184 4.142 0.114 1.100
B 4.396 3.953 1.338 2.288
C 3.677 3.693 2.791 0.449
C 2.686 4.542 3.268 -0.739
C 2.089 4.315 4.515 -0.869
C 2.460 3.196 5.243 0.504
C 1.768 2.828 6.525 0.789
F 0.675 3.602 6.783 -0.303
F 1.336 1.525 6.461 -0.261
F 2.601 2.928 7.606 -0.271
C 3.496 2.378 4.804 -1.024
C 4.154 2.682 3.604 -0.710
O 5.350 2.967 0.775 -0.258
C 6.498 3.657 0.564 0.242
C 6.396 4.983 1.081 0.797
C 7.443 5.900 0.951 -1.122
C 8.545 5.523 0.188 -0.397
C 8.596 4.265 -0.437 -0.694
C 7.588 3.319 -0.243 -0.986
O 5.155 5.232 1.532 -1.043
S 2.715 5.832 0.003 -0.372
H 1.503 6.653 -3.398 0.348
H 1.489 7.673 -1.910 0.351
H 3.007 7.381 -2.793 0.246
H 2.032 4.083 -3.077 0.364
H 3.163 2.508 -1.342 0.606
H 2.371 5.410 2.684 0.333
H 1.358 5.019 4.902 0.461
H 3.820 1.525 5.396 0.433
H 5.045 2.114 3.328 0.691
H 7.357 6.871 1.435 0.423
H 9.379 6.218 0.081 0.355
H 9.450 4.030 -1.084 0.345
H 7.611 2.343 -0.716 0.469
```


(2)
The following is a quantum chemistry calculation of a 2-piece molecular cluster, C35H28BF3O4S overall, from the OMol25 dataset.

Summary:
highest occupied orbital energy: -6.19 eV

```
72
Properties=species:S:1:pos:R:3:mulliken_charge:R:1
C 1.602 -5.517 -1.448 -0.443
C 2.536 -4.309 -1.579 -0.747
C 2.245 -3.563 -0.294 0.696
C 1.738 -4.537 0.595 0.303
O 1.355 -5.701 -0.005 -0.466
C 1.495 -4.237 1.945 -1.344
C 1.542 -2.919 2.336 -0.302
C 1.820 -1.856 1.409 0.262
C 1.450 -0.509 1.834 0.121
C 0.038 -0.185 1.892 -0.021
C -0.595 0.865 2.641 -0.336
C -1.984 0.990 2.684 0.694
C -2.812 0.010 2.055 0.387
O -4.144 0.104 2.321 -0.471
C -4.288 1.300 3.204 -0.385
C -2.926 2.007 3.284 -0.520
C -2.243 -0.934 1.200 -0.959
C -0.870 -0.950 1.081 -0.632
C 2.264 -2.229 0.098 -0.410
H 0.637 -5.324 -1.926 0.304
H 2.021 -6.437 -1.861 0.293
H 3.577 -4.693 -1.553 0.260
H 2.407 -3.719 -2.489 0.385
H 1.290 -5.051 2.630 0.478
H 1.313 -2.631 3.367 0.536
H 2.174 0.247 2.093 0.066
H 0.048 1.553 3.185 0.514
H -5.066 1.916 2.737 0.284
H -4.634 0.943 4.187 0.295
H -2.672 2.283 4.318 0.286
H -2.986 2.937 2.679 0.253
H -2.911 -1.589 0.643 0.459
H -0.426 -1.617 0.350 0.441
H 2.581 -1.471 -0.622 0.443
C 6.986 4.068 1.221 -1.162
C 6.188 2.910 1.717 0.672
C 5.361 2.125 0.944 -0.829
C 4.711 1.034 1.662 -0.820
C 4.917 1.071 3.027 0.220
B 4.850 -0.089 4.312 2.046
C 3.364 0.028 5.010 -0.081
C 3.054 1.299 5.483 -0.587
C 1.859 1.555 6.149 -1.059
C 0.975 0.503 6.350 0.614
C -0.277 0.745 7.141 0.849
F -0.673 2.052 7.118 -0.291
F -1.296 0.011 6.611 -0.272
F -0.128 0.410 8.470 -0.277
C 1.277 -0.792 5.925 -0.893
C 2.484 -1.033 5.228 -0.406
O 5.254 -1.357 3.636 -0.483
C 6.553 -1.497 3.969 0.623
C 6.906 -0.615 5.049 0.581
C 8.120 -0.798 5.729 -1.093
C 9.016 -1.763 5.246 -0.446
C 8.668 -2.619 4.193 -0.511
C 7.418 -2.510 3.579 -1.125
O 5.873 0.178 5.393 -0.766
S 6.138 2.331 3.319 -0.277
H 6.733 4.142 0.155 0.313
H 6.746 5.022 1.711 0.279
H 8.069 3.915 1.275 0.283
H 5.280 2.347 -0.121 0.264
H 4.120 0.302 1.107 0.380
H 3.785 2.110 5.370 0.306
H 1.658 2.563 6.507 0.452
H 0.596 -1.621 6.167 0.380
H 2.745 -2.054 4.915 0.812
H 8.298 -0.238 6.641 0.443
H 9.998 -1.868 5.729 0.332
H 9.372 -3.393 3.876 0.349
H 7.068 -3.214 2.836 0.454
```


It is (1) that is the most stable of them.